Entry 1:
C23H72N6O13 | ωB97M-V/def2-TZVPD

```
114
Properties=species:S:1:pos:R:3:forces:R:3
C -1.69024 4.29969 2.61813 -0.71 1.23 -0.25
O -1.03724 3.08469 2.88713 0.13 -0.25 1.01
H -1.10024 5.22469 2.39813 0.75 -1.36 0.06
H -2.28924 4.72669 3.43913 -0.33 -0.86 -0.04
H -2.25824 4.11769 1.71513 -0.78 0.44 -0.11
H -1.71324 2.37869 3.17013 0.74 0.87 -0.70
C -0.01424 0.38569 0.71113 1.02 -0.45 -0.42
O 1.11876 0.48969 -0.14087 1.12 0.45 0.28
H -0.02024 -0.61731 1.07913 -0.58 -0.85 0.32
H -0.86724 0.58769 0.07613 -0.34 0.01 0.20
H 0.05476 1.02969 1.56413 -0.25 0.73 0.38
H 1.98876 0.37469 0.32613 -1.00 -0.16 -0.79
C 2.35376 2.79969 1.86913 0.68 -0.11 0.43
O 1.42376 3.80569 2.03813 0.01 1.03 -0.40
H 3.24576 3.04369 2.42113 0.51 -0.08 0.42
H 2.62976 2.69369 0.85413 0.51 -0.09 -1.41
H 1.98876 1.83369 2.14413 -0.29 -0.73 0.60
H 0.60876 3.41069 2.33913 -1.05 -0.25 0.43
C 0.47276 -3.29831 2.34313 -2.64 -1.73 -1.51
O 1.53876 -3.01331 1.54813 2.00 0.08 -2.96
H -0.19924 -4.00731 1.70113 0.80 1.10 1.59
H -0.11424 -2.40231 2.58213 0.20 -0.26 0.26
H 0.84376 -3.84731 3.17513 -0.21 -0.40 1.31
H 1.51876 -3.62731 0.71613 -0.14 1.20 2.30
C -3.38724 0.48069 2.03613 0.82 -3.07 1.37
O -2.62224 0.92169 3.19113 -2.06 2.18 -0.79
H -2.88224 0.60669 1.07513 -0.31 1.12 0.08
H -4.50924 0.72969 2.08013 2.08 -0.14 0.09
H -3.20724 -0.64231 2.13013 -1.26 0.87 -0.31
H -1.83824 0.40869 3.37413 0.51 -0.99 -0.01
C 0.28076 -0.94531 4.87213 -4.79 3.25 -4.97
O -0.53324 -0.35031 3.97113 3.86 -2.47 3.96
N 1.50076 -1.26031 4.62913 4.85 -1.31 -1.43
N -0.07624 -1.28631 6.07013 -3.44 -0.11 2.72
H 2.01376 -1.01031 3.78213 -0.78 -0.14 0.26
H 1.93276 -1.98931 5.21013 -0.18 0.83 -0.56
H -1.05424 -1.15431 6.31213 0.40 -0.07 -0.10
H 0.44976 -1.86731 6.68313 0.42 -0.09 0.15
C -1.03524 0.04469 -3.02587 -1.12 -7.52 4.97
O -1.30124 -1.10631 -2.42587 0.58 3.38 -2.41
N -0.19024 0.83969 -2.52987 4.10 4.01 1.42
N -1.71224 0.50769 -3.99587 -4.53 0.85 -5.95
H 0.31376 0.59569 -1.68587 0.40 -0.13 -0.04
H 0.07776 1.74069 -2.96787 -0.43 -1.14 0.59
H -2.54224 0.00569 -4.39387 1.65 0.45 0.59
H -1.52024 1.41869 -4.39187 0.01 -0.28 0.01
C 4.12476 -0.49131 1.45813 -0.34 0.94 -6.20
O 3.85476 -0.32131 0.11113 0.42 -1.06 6.12
N 3.72576 -1.44631 2.25813 -0.79 -1.57 1.58
N 4.96576 0.35669 1.99313 2.00 2.23 2.51
H 3.00776 -2.10231 1.91913 -0.01 -0.21 0.30
H 4.17576 -1.53331 3.20313 -0.80 -0.02 -1.74
H 5.27676 1.08169 1.41113 0.36 0.84 -1.03
H 5.20076 0.55969 2.99413 -0.82 -0.97 -1.42
C 3.09276 1.40569 -2.99887 2.64 -0.94 0.00
C 2.98676 -0.07431 -3.44387 -3.56 3.52 -3.88
C 3.27076 -0.22131 -4.95287 -1.44 -0.27 -0.27
O 3.67676 -0.98731 -2.85587 4.84 -2.40 5.85
H 2.24376 2.00369 -3.01787 -1.88 0.69 -0.62
H 3.89176 1.95269 -3.52887 -0.22 -0.28 -0.04
H 3.37176 1.47369 -1.96687 0.31 -0.28 0.92
H 1.93576 -0.35631 -3.33387 -0.60 0.33 -0.11
H 4.29676 -0.07631 -5.27087 0.26 0.12 0.27
H 2.61676 0.46869 -5.48387 0.11 0.29 -0.23
H 2.92176 -1.21731 -5.28987 0.43 0.28 0.26
H 3.91976 -0.68331 -1.90287 -0.67 -1.07 -2.00
C 1.52676 -2.93131 -1.59587 0.11 0.21 -0.75
C 2.15376 -4.28431 -1.19087 4.02 3.04 -6.93
C 3.53276 -3.97231 -0.72887 2.34 0.31 0.66
O 1.54276 -4.91231 -0.26587 -4.23 -4.19 4.72
H 1.75076 -2.63531 -2.63587 -0.04 -0.26 0.53
H 1.83276 -2.10731 -0.95687 0.68 0.03 0.11
H 0.47476 -2.86931 -1.44587 -1.07 -0.59 -0.41
H 2.25376 -5.01331 -2.09987 -0.09 1.51 0.92
H 3.57976 -3.20431 0.06013 -0.45 -0.36 -0.03
H 4.14576 -3.49231 -1.48787 -0.12 -0.16 -0.46
H 4.09576 -4.84731 -0.35287 -0.38 0.17 -0.23
H 0.93676 -5.52031 -0.70987 -0.46 0.17 0.91
C -4.74324 2.15469 -0.63987 1.09 2.24 1.21
C -3.89124 1.20169 -1.42487 -0.61 -2.89 5.45
C -4.51724 -0.20031 -1.45487 -1.03 -0.74 2.74
O -3.79624 1.54269 -2.64087 1.11 3.01 -7.62
H -4.50624 3.24069 -0.96287 -0.12 -1.67 0.67
H -4.48724 2.01669 0.44313 -0.49 0.51 -0.98
H -5.80524 2.06369 -0.76087 -0.57 -0.45 -0.25
H -2.86024 1.18869 -1.00087 -0.51 -0.25 0.55
H -4.52424 -0.67431 -0.41387 0.30 0.16 -1.36
H -4.14424 -0.85031 -2.23087 0.82 -0.23 0.14
H -5.58324 -0.12631 -1.68487 -0.08 0.42 -0.07
H -2.95824 1.17669 -2.97587 -0.77 0.43 -0.23
C -0.39024 5.93769 -1.29587 1.25 0.28 -0.35
C -0.11424 4.62969 -0.59987 -10.53 2.20 1.06
C -1.20924 3.62169 -1.11487 -0.66 1.30 -0.64
O 0.95976 4.07069 -0.79587 10.55 -3.76 -0.47
H 0.08176 5.93469 -2.27387 0.05 0.15 -0.20
H -0.13524 6.81869 -0.75787 1.27 0.72 0.61
H -1.40724 6.14569 -1.39587 -2.01 -0.37 -0.54
H -0.37924 4.75669 0.46113 0.27 0.10 -0.05
H -1.22224 3.49169 -2.24087 -0.02 0.47 1.15
H -2.17024 3.97569 -0.74487 -0.40 -0.09 -0.43
H -1.05124 2.66269 -0.69187 0.35 -0.94 0.49
H 1.41076 3.88569 0.05913 -0.32 0.27 -0.80
C -1.91724 -2.63231 0.17213 1.02 1.03 0.57
C -2.65124 -3.88331 -0.11887 -2.37 6.03 -2.98
C -2.87924 -4.02131 -1.58587 -4.89 -0.13 1.38
O -2.11924 -4.89631 0.40813 3.86 -7.23 3.80
H -2.51124 -1.77731 -0.03987 -0.36 0.83 -0.88
H -0.93824 -2.55631 -0.28987 -0.04 0.14 -0.06
H -1.81124 -2.54131 1.24213 0.29 -0.17 0.64
H -3.54524 -3.66231 0.39413 -2.32 0.01 0.15
H -2.11824 -3.85831 -2.20187 3.67 0.76 -2.24
H -3.65624 -3.25831 -1.84187 0.63 -0.46 0.01
H -3.33624 -4.97231 -1.83787 -0.05 -0.37 0.08
H -2.09724 -4.77031 1.37213 0.16 -0.36 -0.50
```
Positions in Å, forces in eV/Å.

Kohn-Sham gap (eV): 8.4
Max |F| (hartree/bohr): 0.218
Total charge: 0
Relative energy (zero: lowest compared OMol25 entry of this formula, charge and spin) (kJ/mol): 586.5
LUMO (Ha): -0.0103

Results of the Mulliken charge analysis, in e, for atoms 1 through 2: number 1, C, carries -0.7198; number 2, O, carries -0.6408

---

Entry 2:
C23H78N18O14 | ωB97M-V/def2-TZVPD

```
133
Properties=species:S:1:pos:R:3:forces:R:3
C 0.87092 0.90701 -3.95229 0.27 0.57 0.35
O 0.32081 -0.19555 -4.01195 -0.13 0.03 -0.17
N 1.38193 1.42547 -2.80970 -0.01 -0.52 0.07
N 1.02866 1.70532 -5.04929 -0.12 -0.10 -0.33
H 1.24552 0.93515 -1.91811 -0.12 0.08 -0.14
H 1.88108 2.29516 -2.82304 0.02 0.01 0.03
H 1.41416 2.62871 -4.98483 -0.04 0.03 0.09
H 0.53840 1.47394 -5.89395 0.05 -0.17 0.04
C -4.40877 2.86354 1.85572 -0.32 -0.75 0.89
O -5.49017 2.87526 1.28853 0.28 0.23 -0.29
N -3.49374 1.86065 1.73502 -0.11 -0.10 -0.59
N -4.08209 3.77841 2.82764 0.13 0.11 -0.59
H -3.76611 1.09231 1.14521 0.10 0.18 -0.13
H -2.55245 1.88864 2.10496 -0.26 0.20 -0.04
H -4.75918 4.49281 3.01432 0.17 0.09 0.21
H -3.23497 3.63728 3.34220 -0.14 0.22 0.29
C -0.04019 -0.44026 0.19491 -0.45 -0.43 0.34
O 0.64879 0.51633 -0.22137 0.21 -0.01 0.00
N -0.07976 -1.63879 -0.42103 1.02 0.16 -0.87
N -0.78116 -0.31433 1.32136 0.33 0.28 -0.41
H 0.66841 -1.78769 -1.11628 -0.51 0.12 0.24
H -0.58842 -2.46887 -0.14325 -0.05 0.30 0.42
H -1.45984 -1.01773 1.56603 0.11 0.05 0.34
H -0.70306 0.58676 1.77547 -0.41 -0.04 0.19
C 1.39648 -4.49316 2.38558 0.52 -0.32 -1.35
O 2.60450 -4.28981 2.39656 -0.32 0.08 0.51
N 0.70984 -4.71180 1.22277 0.33 -0.19 1.44
N 0.62490 -4.50198 3.52374 -0.06 0.51 0.26
H 1.24457 -4.66980 0.36035 -0.25 -0.01 -0.16
H -0.29096 -4.63485 1.25855 -0.05 0.23 -0.64
H 1.13730 -4.37770 4.38026 -0.08 -0.22 0.05
H -0.25059 -4.99507 3.53946 0.08 -0.16 0.12
C -1.83259 -5.16798 -1.00974 -0.55 0.17 -0.57
O -1.44991 -4.14634 -0.41529 -0.19 -0.48 -0.02
N -2.67225 -5.06738 -2.05988 0.13 0.33 0.11
N -1.46931 -6.41965 -0.62448 0.25 0.71 0.50
H -2.92734 -4.13093 -2.36446 -0.31 -0.31 -0.29
H -3.00030 -5.84088 -2.60697 0.05 -0.07 0.06
H -1.70809 -7.24639 -1.13414 0.05 -0.07 0.03
H -0.81984 -6.42150 0.14435 0.11 -0.52 -0.14
C -2.77564 -2.09324 -3.77019 0.27 -0.69 -0.52
O -3.72134 -2.88480 -3.65792 0.35 0.33 0.48
N -1.82324 -1.86439 -2.84074 -0.20 0.07 -0.39
N -2.56293 -1.42694 -4.95056 -0.19 -0.07 0.32
H -1.05520 -1.26670 -3.11233 0.20 0.01 0.42
H -1.79570 -2.35659 -1.96585 0.02 -0.04 0.04
H -3.39437 -1.31789 -5.50346 0.20 0.12 -0.25
H -1.79521 -0.77545 -4.99181 -0.18 0.18 -0.20
C -0.30214 3.39955 2.26400 -0.99 -0.21 -0.71
O -0.85683 2.35666 2.61191 0.56 0.06 0.62
N -0.49299 4.58133 2.92629 0.20 0.08 0.20
N 0.43773 3.52438 1.13236 0.24 0.93 0.18
H -0.10704 5.44283 2.58434 0.09 -0.06 -0.05
H -1.24249 4.67662 3.58519 0.04 -0.27 0.06
H 0.56773 2.78257 0.45816 -0.29 -0.40 0.36
H 0.36842 4.46739 0.78190 0.51 -0.18 -0.56
C -4.93377 -0.94045 1.85771 -0.80 -0.03 -0.32
C -4.88560 -1.94960 0.71780 0.23 -0.35 0.35
C -4.18664 -1.39830 -0.50902 1.02 1.39 0.34
O -4.89501 -0.26095 -0.99718 -0.44 -0.36 -0.55
C -4.73411 -0.05137 -2.39374 0.06 -0.06 0.05
N -4.22525 -3.13391 1.25731 -0.22 -0.47 0.02
H -5.55421 -1.30846 2.67695 0.09 -0.22 -0.01
H -5.42720 -0.02663 1.51998 0.32 0.12 0.08
H -3.92836 -0.77467 2.24978 -0.02 0.24 -0.08
H -5.90819 -2.18291 0.40052 -0.02 -0.12 0.13
H -3.97388 -2.12879 -1.28655 -0.57 -0.30 -0.10
H -3.19365 -0.99886 -0.22494 0.10 -0.36 0.19
H -4.91799 -0.95581 -2.97498 -0.12 -0.15 0.18
H -3.71708 0.28039 -2.63336 -0.03 0.10 0.07
H -5.45261 0.69440 -2.73090 0.04 0.17 0.27
H -3.75712 -3.72439 0.58535 -0.05 0.10 -0.24
H -3.56195 -2.94027 1.99721 -0.07 0.18 -0.30
C -2.23986 2.50597 -1.57897 0.19 -0.27 0.62
C -1.94293 4.00473 -1.50795 0.28 -0.71 0.25
C -0.58392 4.27766 -2.13018 0.07 0.59 -1.42
O -0.07101 5.58121 -1.95303 0.21 0.14 1.25
C -0.64106 6.63078 -2.68099 0.25 0.44 -1.36
N -3.00302 4.79747 -2.12607 -0.32 -0.14 -0.46
H -1.53051 1.92441 -0.97957 0.16 0.01 -0.18
H -2.21903 2.12774 -2.60440 0.03 0.10 -0.05
H -3.21246 2.27216 -1.14016 -0.11 0.18 -0.16
H -1.84095 4.30658 -0.45977 -0.30 -0.01 0.03
H -0.61436 4.09032 -3.22112 -0.38 -0.04 -0.03
H 0.21987 3.61327 -1.81489 -0.34 -0.14 0.61
H -0.64169 6.34243 -3.74483 -0.35 0.04 0.02
H 0.02325 7.49749 -2.64873 0.19 -0.18 0.36
H -1.63540 6.98353 -2.40810 -0.06 -0.52 0.31
H -3.89738 4.46169 -1.77230 0.10 0.21 0.42
H -3.07954 4.50241 -3.10075 0.30 0.22 -0.07
C 4.68221 -0.81220 3.79320 -1.05 0.13 0.50
C 3.15301 -0.71877 3.62120 0.63 -0.58 -0.59
C 2.64811 0.70389 3.76616 -0.16 -0.35 0.04
O 2.83729 1.11542 5.10263 -0.45 0.20 -0.02
C 2.33251 2.43001 5.30587 0.74 -0.47 -0.06
N 2.80988 -1.22909 2.28088 -0.44 0.65 0.39
H 5.06711 -1.75778 3.41677 -0.04 -0.06 0.04
H 4.86899 -0.72966 4.86449 0.48 0.11 -0.11
H 5.13426 0.01284 3.24246 0.19 -0.01 0.07
H 2.62521 -1.31349 4.37784 0.26 0.05 0.24
H 1.57923 0.70171 3.51052 -0.10 0.19 0.01
H 3.15714 1.39264 3.07614 0.06 -0.08 -0.04
H 2.77556 3.05646 4.52419 -0.18 0.40 0.20
H 2.68005 2.72423 6.29412 -0.04 0.22 -0.06
H 1.24184 2.49764 5.26964 -0.06 -0.19 -0.14
H 1.83997 -0.95631 2.13272 -0.03 -0.20 -0.39
H 2.82478 -2.24540 2.28535 0.11 -0.06 0.00
C 4.70377 1.59303 -0.03849 1.14 -0.47 0.28
C 4.70080 0.33681 -0.92275 -0.34 0.23 -0.28
C 6.05284 -0.35351 -0.88064 -0.09 -0.22 -0.03
O 7.00423 0.43055 -1.57246 -0.06 0.25 0.52
C 8.31974 0.02712 -1.30766 0.72 0.14 -0.49
N 3.64863 -0.60977 -0.50698 0.69 0.59 -0.21
H 3.75964 2.12373 0.07256 -0.11 -0.07 -0.36
H 5.51271 2.25636 -0.35563 -0.27 0.22 -0.12
H 5.00246 1.26158 0.96336 -0.19 0.05 0.09
H 4.52742 0.61642 -1.96871 -0.07 0.04 0.02
H 6.02648 -1.35028 -1.33793 -0.30 -0.01 -0.02
H 6.31669 -0.50705 0.17736 0.26 0.14 -0.03
H 9.00094 0.72775 -1.79531 -0.20 0.11 -0.05
H 8.54572 -0.95128 -1.74882 -0.15 -0.15 0.24
H 8.58703 0.03923 -0.24627 -0.29 -0.16 0.10
H 2.86403 -0.00917 -0.27077 -0.41 -0.29 0.09
H 3.92953 -0.96769 0.41004 -0.39 -0.21 -0.14
O 2.03174 -2.02373 -2.32745 0.26 0.27 -0.37
H 1.72575 -1.60082 -3.14290 -0.17 -0.04 0.07
H 2.75322 -1.45058 -1.96273 -0.16 -0.43 0.42
O 2.16501 -4.68952 -1.32219 -0.25 0.09 0.04
H 2.10886 -5.24722 -2.10263 0.00 -0.03 0.02
H 1.93426 -3.79772 -1.63883 0.34 0.02 -0.15
O -1.75357 -2.66724 2.98485 0.26 -0.07 0.16
H -2.03537 -2.44503 3.87933 0.01 0.03 -0.02
H -0.83111 -2.96309 3.08318 -0.16 0.11 0.05
```
Positions in Å, forces in eV/Å.

Kohn-Sham gap (eV): 8.7
Max |F| (hartree/bohr): 0.034
Total charge: 0
LUMO (Ha): 0.0105

Results of the Mulliken charge analysis, in e, for atoms 1 through 2: number 1, C, carries 0.5161; number 2, O, carries -0.8030

---

> Which of these has the lowest Kohn-Sham gap?

C23H72N6O13

---

> Which value of LUMO does entry 1 give?

-0.0103 Ha